Record 1
A molecular structure, C14H23N6O2PS2SnTe in a non-equilibrium geometry. Source: the OMol25 dataset; level of theory: ωB97M-V with the def2-TZVPD basis set.

XYZ file:
```
50
Properties=species:S:1:pos:R:3:lowdin_charge:R:1
N -1.480 -2.005 -1.160 -0.034
O 1.860 -2.580 0.120 -0.313
N 0.309 3.981 0.271 0.007
H -2.750 4.606 0.911 0.078
N -1.856 4.751 0.578 0.138
C 4.609 2.207 -0.605 0.019
C 3.232 2.103 -0.668 -0.222
H 0.589 4.930 0.150 0.135
H 6.447 1.265 -0.825 0.124
P 0.518 -2.077 0.550 0.538
Sn 0.109 0.825 -1.051 1.177
N 1.697 -3.335 2.415 0.092
Te -5.216 -0.232 -2.992 0.993
H 2.913 -1.096 -1.296 0.100
H 3.246 5.023 -0.977 0.121
H -1.469 5.658 0.840 0.136
H -6.421 -0.755 0.013 0.112
C -6.035 -2.930 0.355 -0.187
H 2.409 5.273 0.536 0.097
H 5.392 -0.896 -1.379 0.118
H 3.937 4.447 0.443 0.084
H -3.908 0.413 -2.177 -0.241
H -1.553 -3.297 0.466 0.096
H -5.345 -4.953 -0.172 0.066
O 0.239 -0.554 0.529 -0.588
H -1.621 -2.219 -2.119 0.080
C -0.854 -2.937 -0.288 -0.300
C 2.978 4.520 -0.047 0.007
H -0.515 -3.883 -0.765 0.125
C -5.945 -1.696 -0.333 -0.249
H 0.673 -1.481 2.928 0.120
H 2.183 -3.089 1.519 0.065
N 2.682 0.894 -0.827 0.013
H 2.178 -3.194 3.316 0.174
H -0.403 -2.987 2.820 0.128
C -1.026 3.676 0.463 -0.773
C -5.321 -1.774 -1.565 -1.062
S -4.783 -3.357 -1.872 0.910
H 5.118 3.150 -0.468 0.118
C 4.755 -0.081 -1.185 -0.025
H 1.413 -4.329 2.488 0.183
N 1.105 2.908 -0.063 -0.038
C 5.398 1.098 -0.887 0.014
C 0.515 -2.466 2.421 -0.165
H -2.327 -1.694 -0.784 0.041
S -1.601 2.108 0.755 0.633
H -6.397 -3.056 1.355 0.108
C 2.343 3.181 -0.228 -0.236
C -5.450 -3.897 -0.358 -0.405
C 3.429 -0.164 -1.150 -0.112
```

Its energy above the lowest of the compared OMol25 structures with the same formula, charge and spin is 35.8 kJ/mol. The HOMO-LUMO gap is 6.2 eV. The charge is +2.

=====

Record 2
2 unconnected molecules or ions with the total composition C6H14OS2. Source: the OMol25 dataset; level of theory: ωB97M-V with the def2-TZVPD basis set.

XYZ file:
```
23
Properties=species:S:1:pos:R:3:lowdin_charge:R:1
H -0.564 -0.286 2.588 0.075
S -0.860 -1.908 0.896 0.477
H -1.423 1.361 -1.899 0.087
H 0.245 -1.817 3.033 0.080
H -1.774 -1.332 4.478 0.114
S -0.917 -3.936 1.196 0.485
H -3.147 3.194 -0.242 0.086
H -2.894 2.276 1.275 0.089
O -1.306 2.236 -0.006 -0.251
H -1.244 -3.729 4.109 0.112
C -2.361 -4.004 2.291 -0.570
C -0.996 2.238 -1.385 -0.136
C -2.706 2.280 0.188 -0.138
H -2.803 -1.304 3.017 0.111
C -2.123 -3.275 3.612 -0.294
C -0.689 -1.385 2.624 -0.563
H -1.364 3.151 -1.883 0.086
H -3.235 -3.594 1.749 0.079
C -1.903 -1.765 3.468 -0.293
H -3.002 -3.441 4.264 0.113
H 0.102 2.203 -1.482 0.091
H -3.206 1.404 -0.259 0.086
H -2.548 -5.081 2.465 0.075
```

Its energy above the lowest of the compared OMol25 structures with the same formula, charge and spin is 67.5 kJ/mol. The HOMO-LUMO gap is 9.2 eV. The SMILES is C1CCSSC1.COC. The charge is 0.

=====

Record 3
A molecular structure, CH3INO in a non-equilibrium geometry. Source: the OMol25 dataset; level of theory: ωB97M-V with the def2-TZVPD basis set.

XYZ file:
```
7
Properties=species:S:1:pos:R:3:lowdin_charge:R:1
H -0.167 -1.432 0.305 0.023
O 0.051 1.896 -0.618 -0.596
H -0.252 -0.468 -1.196 0.050
C 0.271 -0.583 -0.238 -0.383
I -1.503 0.806 1.653 0.490
H 1.320 -0.827 -0.458 0.059
N 0.281 0.608 0.552 -0.643
```

Its energy above the lowest of the compared OMol25 structures with the same formula, charge and spin is 450.6 kJ/mol. The HOMO-LUMO gap is 6.5 eV. The charge is -1.

=====

Record 4
2 unconnected molecules or ions with the total composition C3H11N2S2 in a non-equilibrium geometry. Source: the OMol25 dataset; level of theory: ωB97M-V with the def2-TZVPD basis set.

XYZ file:
```
18
Properties=species:S:1:pos:R:3:lowdin_charge:R:1
N -0.080 -1.417 -0.066 0.029
H 1.224 -2.998 0.481 0.122
H -1.762 -2.198 0.841 0.174
S -0.389 2.636 -0.211 0.414
N -1.787 -0.113 0.887 0.172
C -1.222 -1.272 0.557 -0.138
H 2.050 3.010 -0.156 0.041
H 1.306 3.034 1.475 0.060
H 1.562 1.479 0.625 0.014
H -0.304 -3.567 -0.396 0.100
S -0.060 1.643 -2.017 0.347
H 0.301 -0.577 -0.445 0.079
C 0.464 -2.785 -0.342 -0.006
C 1.300 2.525 0.473 -0.458
H 0.338 2.738 -2.703 -0.159
H 0.960 -2.730 -1.293 0.084
H -2.503 -0.220 1.585 0.128
H -1.398 0.812 0.705 -0.003
```

Its energy above the lowest of the compared OMol25 structures with the same formula, charge and spin is 38.7 kJ/mol. The HOMO-LUMO gap is 9.8 eV. The charge is +1.

=====

Record 5
A molecular structure, C40H46N3O8PS2SbV in a non-equilibrium geometry. Source: the OMol25 dataset; level of theory: ωB97M-V with the def2-TZVPD basis set.

XYZ file:
```
102
Properties=species:S:1:pos:R:3:lowdin_charge:R:1
H -2.555 6.330 -1.492 0.091
C -3.325 3.328 3.870 -0.029
H 5.172 -1.951 1.702 0.071
H 1.152 -5.212 0.299 0.050
C -1.348 1.909 1.141 -0.049
C -3.811 2.872 6.250 -0.008
H 1.468 0.320 1.440 0.064
C -3.275 -2.239 -2.342 -0.197
H 3.852 -0.265 -1.387 0.045
H -6.177 -4.278 -0.840 0.100
C 0.522 -2.556 2.419 -0.158
H -2.141 2.019 0.412 0.109
O -2.612 0.367 -0.892 -0.377
C 4.429 -0.869 -0.689 -0.148
N -2.018 1.756 5.169 0.124
H -3.567 -3.347 -4.120 0.111
H 0.009 -3.191 3.145 0.075
C 1.254 -4.637 1.216 -0.149
H -2.238 2.112 -2.169 0.080
C 2.197 2.109 -1.720 -0.313
H -4.638 3.567 6.229 0.104
H -1.004 0.424 6.330 0.113
C -2.554 4.213 -1.837 -0.089
C 2.436 2.606 -0.442 -0.113
C 4.535 2.407 -2.221 -0.088
N -0.331 1.117 0.798 -0.069
C -2.690 3.246 2.675 -0.002
Sb 1.494 -1.852 -0.429 1.667
O 1.528 -0.555 -5.017 0.036
H -0.397 -3.379 0.685 0.070
H -0.558 1.214 -4.276 0.076
H 1.525 1.531 3.576 0.111
C 0.652 0.976 1.714 -0.134
H 1.281 -4.649 -3.450 0.080
C 0.958 -4.001 -2.633 -0.133
P 0.505 1.522 -2.102 1.001
C 0.618 -3.264 1.075 -0.525
H 0.218 -3.315 -3.036 0.032
C -0.570 5.536 -1.642 -0.100
H -4.023 2.330 8.327 0.104
O -0.848 -1.604 -1.899 -0.519
H -0.093 6.498 -1.513 0.094
O 1.576 -0.312 -2.789 -0.273
H -4.996 -2.556 0.522 0.109
H 2.308 -4.560 1.467 0.056
H 3.109 1.658 -3.613 0.108
C 4.766 2.872 -0.938 -0.106
H 1.508 -2.318 2.817 0.056
C -0.375 2.479 3.264 -0.016
H -3.174 3.708 1.824 0.119
C -0.387 3.151 -1.954 -0.304
O -2.070 -0.083 -3.370 -0.294
C 2.150 -3.239 -2.073 -0.474
H 4.137 -3.680 -1.315 0.034
C 3.273 -4.203 -1.709 -0.140
C 3.708 2.979 -0.048 -0.086
S -2.918 -0.755 -0.013 0.510
C -1.951 5.445 -1.639 -0.112
C -1.818 1.141 6.308 -0.208
H 3.587 -4.738 -2.608 0.076
H 0.756 -5.192 2.014 0.069
H 3.331 -0.431 1.071 0.055
C -3.485 2.185 7.395 -0.140
H -0.057 -1.638 2.314 0.042
H 3.870 3.350 0.955 0.098
C -4.714 -2.759 -0.498 -0.053
O -1.690 -1.283 0.582 -0.355
H -3.633 4.136 -1.848 0.101
H 0.932 2.182 -4.463 0.098
C 0.207 4.399 -1.797 -0.085
C -1.779 3.079 -2.004 -0.106
V -0.528 -0.086 -0.739 0.379
H -4.240 3.910 3.909 0.105
H 1.285 4.491 -1.796 0.096
C -4.971 -3.921 -2.579 -0.071
N -2.479 1.307 7.444 0.071
H 2.950 -4.937 -0.976 0.053
C -3.923 -3.191 -3.113 -0.044
C 0.680 1.658 2.916 -0.031
S -1.791 -1.452 -3.021 0.510
H 1.606 2.713 0.243 0.089
H 2.501 -2.535 -2.831 0.074
C -3.667 -2.030 -1.038 -0.212
H 4.833 -1.720 -1.228 0.062
C 1.252 0.018 -3.985 -0.740
C 3.540 -1.316 0.459 -0.505
H 5.765 3.153 -0.634 0.095
H 5.359 2.307 -2.915 0.103
H 0.485 -4.620 -1.868 0.067
H -0.365 3.063 4.167 0.112
H 5.264 -0.270 -0.323 0.073
O -1.447 -2.306 -4.133 -0.287
C -5.364 -3.710 -1.265 -0.076
H 4.398 -3.270 0.821 0.053
H -5.484 -4.653 -3.184 0.100
C 4.213 -2.342 1.353 -0.150
O -3.923 -0.438 0.976 -0.285
C -1.462 2.549 2.375 -0.173
H 3.604 -2.564 2.226 0.047
C 3.261 2.030 -2.612 -0.073
C 0.467 1.350 -3.926 -0.175
C -3.025 2.648 5.099 -0.256
```

The expectation value of S² is 3.766. Its spin multiplicity is 4. Its energy above the lowest of the compared OMol25 structures with the same formula, charge and spin is 195.0 kJ/mol. The HOMO-LUMO gap (alpha / beta) is 5.5 / 6.5 eV. The charge is -1.

=====

Record 6
A gas-phase ion, C9H16N2 (charge +2) in a non-equilibrium geometry. Source: the OMol25 dataset; level of theory: ωB97M-V with the def2-TZVPD basis set.

XYZ file:
```
27
Properties=species:S:1:pos:R:3:lowdin_charge:R:1
C 0.532 -2.503 -0.562 -0.037
H -3.186 1.505 -0.092 0.176
H -2.203 -0.297 -1.404 0.147
C 3.350 1.380 0.345 0.195
H 0.562 0.089 1.773 0.129
H -0.414 3.532 0.184 0.091
C -0.834 0.277 0.169 -0.236
H 1.324 -3.115 -0.989 0.102
H 0.432 2.961 -1.328 0.086
H 2.994 2.405 0.341 0.128
N -3.313 0.520 0.179 0.213
H 2.146 -0.780 -1.562 0.181
H -2.276 -1.317 0.048 0.138
C -2.151 -0.296 -0.314 -0.097
H -4.201 0.183 -0.221 0.189
H 4.353 1.195 0.718 0.142
H -0.069 -2.103 -1.374 0.088
C -0.153 2.706 -0.460 0.074
H -3.386 0.477 1.206 0.189
C 0.054 -0.565 1.062 -0.098
H 1.753 -1.858 1.078 0.170
C 2.029 -0.527 -0.509 0.029
H -0.091 -3.152 0.045 0.099
C -0.475 1.489 -0.175 -0.058
C 1.124 -1.395 0.304 -0.297
H -0.555 -1.268 1.631 0.132
N 2.655 0.459 -0.093 0.127
```

Its energy above the lowest of the compared OMol25 structures with the same formula, charge and spin is 89.9 kJ/mol. The HOMO-LUMO gap is 9.9 eV. The SMILES is C=C=C(C[NH3+])C[C@@H](C)C=[N+]=C. The charge is +2.

=====

Repeat the sixth record exactly.
A gas-phase ion, C9H16N2 (charge +2) in a non-equilibrium geometry. Source: the OMol25 dataset; level of theory: ωB97M-V with the def2-TZVPD basis set.

XYZ file:
```
27
Properties=species:S:1:pos:R:3:lowdin_charge:R:1
C 0.532 -2.503 -0.562 -0.037
H -3.186 1.505 -0.092 0.176
H -2.203 -0.297 -1.404 0.147
C 3.350 1.380 0.345 0.195
H 0.562 0.089 1.773 0.129
H -0.414 3.532 0.184 0.091
C -0.834 0.277 0.169 -0.236
H 1.324 -3.115 -0.989 0.102
H 0.432 2.961 -1.328 0.086
H 2.994 2.405 0.341 0.128
N -3.313 0.520 0.179 0.213
H 2.146 -0.780 -1.562 0.181
H -2.276 -1.317 0.048 0.138
C -2.151 -0.296 -0.314 -0.097
H -4.201 0.183 -0.221 0.189
H 4.353 1.195 0.718 0.142
H -0.069 -2.103 -1.374 0.088
C -0.153 2.706 -0.460 0.074
H -3.386 0.477 1.206 0.189
C 0.054 -0.565 1.062 -0.098
H 1.753 -1.858 1.078 0.170
C 2.029 -0.527 -0.509 0.029
H -0.091 -3.152 0.045 0.099
C -0.475 1.489 -0.175 -0.058
C 1.124 -1.395 0.304 -0.297
H -0.555 -1.268 1.631 0.132
N 2.655 0.459 -0.093 0.127
```

Its energy above the lowest of the compared OMol25 structures with the same formula, charge and spin is 89.9 kJ/mol. The HOMO-LUMO gap is 9.9 eV. The SMILES is C=C=C(C[NH3+])C[C@@H](C)C=[N+]=C. The charge is +2.